Entry 1:
The following is a DFT calculation (ωB97M-V with the def2-TZVPD basis set) of a cluster of 2 separate species, C22H15F4N2 in total at a distorted geometry.

Last column: natural (NBO) charge in e.
Geometry (Å):
H: -5.0459 -0.4185 -2.4482  0.257
C: 5.2668 -1.6544 1.4190  0.418
C: -1.2262 -0.4192 1.1194  -0.090
N: 1.4459 1.6151 -2.2927  -0.312
C: -1.1290 -1.7521 1.6031  -0.256
H: -5.4995 2.0734 -2.4789  0.252
C: 6.3641 -0.8375 1.1601  -0.279
H: -0.1666 -2.2589 1.6771  0.238
C: 4.7955 0.9764 0.6628  -0.209
C: -3.5545 -1.8391 1.9531  -0.311
C: -2.1125 2.0583 -2.3597  0.041
C: -4.2473 0.3153 -2.4338  -0.211
C: -3.4015 2.5561 -2.4597  -0.211
C: -2.2862 -2.4170 2.0011  0.423
H: 2.2452 1.6197 0.3466  0.233
F: 5.4902 -2.9681 1.7730  -0.313
C: 2.3593 0.6014 0.7097  0.043
H: -1.2043 2.6765 -2.3684  0.255
C: 3.9456 -1.2230 1.2994  -0.230
C: -0.0769 0.2848 0.6524  0.012
H: -0.2033 1.3114 0.3143  0.232
H: 3.1220 -1.9044 1.4993  0.232
H: -0.5001 -0.8291 -1.7469  0.253
N: -1.8966 0.7044 -2.1826  -0.255
H: -3.5016 3.6372 -2.4984  0.258
C: -0.6525 0.2563 -1.7060  -0.286
H: 7.3874 -1.2155 1.2237  0.271
F: -2.1766 -3.7206 2.4321  -0.310
H: 4.5967 2.0078 0.3779  0.246
C: 0.4485 1.0398 -2.0517  0.209
C: 3.6913 0.1168 0.8961  -0.116
C: -3.6137 -0.5084 1.5168  0.424
C: 1.2161 -0.1412 0.9858  -0.317
C: -4.4880 1.6892 -2.4675  -0.133
H: -4.4482 -2.3811 2.2488  0.270
F: -4.8428 0.0969 1.4159  -0.316
H: -2.5553 1.2640 0.8423  0.236
C: -2.4926 0.2150 1.1296  -0.262
C: 6.0872 0.4869 0.7966  0.410
H: -2.6612 -1.2213 -2.3134  0.241
C: -2.9583 -0.1706 -2.3414  0.055
F: 7.1456 1.3225 0.5248  -0.308
H: 1.3339 -1.0454 1.5685  0.216

Atomic forces in eV per Å
-0.0023 0.2138 -0.1387
-0.4089 -0.8829 0.1340
-1.6995 -1.1611 0.9456
-2.0233 -0.9238 0.7352
-0.2845 0.3016 -0.1292
0.0453 -0.0470 -0.0773
-0.2306 0.3747 -0.0780
-0.4833 -0.0038 -0.1050
-0.4363 -0.2008 0.0387
0.3276 0.5309 -0.1499
-0.0106 -0.6826 0.3357
0.1958 -0.1928 -0.0935
0.6633 -0.0325 -0.0784
0.1565 -0.7514 0.1491
0.0054 -0.1476 -0.2114
-0.2074 1.5737 -0.3783
-1.3467 -0.3092 0.1607
-0.5899 -0.2567 0.1329
0.3895 0.3851 -0.1375
0.4262 1.2483 -0.0920
0.0241 -0.1552 0.5241
0.4240 -0.0046 -0.0761
-0.1854 0.5084 -0.1410
-1.3717 0.6895 -0.0762
-0.1660 -0.2295 -0.1285
0.5231 -1.3597 -0.3616
-0.3965 0.1750 0.0053
-0.1384 1.5826 -0.4740
0.3019 -0.1994 -0.0150
2.7115 0.9641 -0.9104
1.5252 -0.6731 0.4705
-0.5210 0.0850 -0.1390
1.0566 0.6309 -0.3302
0.1500 -0.2412 0.1965
0.1882 0.0896 -0.0608
1.2080 -0.5980 0.2282
-0.2435 -0.2675 -0.0241
0.3254 -0.3349 -0.1378
0.7014 0.3128 -0.2405
-0.3797 0.3550 0.0781
1.0548 0.7101 0.6859
-1.2477 -0.9737 0.3763
-0.0304 -0.1024 -0.4125

HOMO level = -11.18 eV
charge = +1
gap between HOMO and LUMO = 5.71 eV
E_tot = -1355.9696 Eh
lowest unoccupied orbital energy = -0.20088 Ha

Entry 2:
The following is a DFT calculation (ωB97M-V with the def2-TZVPD basis set) of a cluster of 2 separate species, C9H14 in total at a distorted geometry.

Last column: natural (NBO) charge in e.
Geometry (Å):
H: -1.6725 1.3555 -0.0096  0.205
H: -1.3103 -1.2279 5.2117  0.206
H: 0.0280 -0.2174 0.7519  0.221
H: 0.3834 2.1440 -3.5022  0.191
H: -0.8177 -1.2506 2.1998  0.199
H: -1.5362 -2.7245 4.2700  0.207
C: 2.0183 -0.1173 -3.5027  -0.647
H: -1.3901 0.1303 3.1478  0.207
H: -1.3756 2.6612 -2.1558  0.224
C: 1.1787 0.4554 -2.4751  -0.030
H: 0.2445 -0.6278 3.3009  0.207
C: -0.8348 -0.8056 3.1881  -0.615
C: 0.1899 0.1909 -0.2240  -0.234
C: 0.3414 1.5437 -2.5643  -0.195
H: 1.6577 -0.0982 -4.5258  0.229
H: -2.6578 -1.4853 4.0335  0.203
H: 2.1470 -0.5250 -0.8936  0.211
H: 2.3390 -1.1575 -3.3973  0.229
C: -1.5936 -1.6293 4.2410  -0.611
C: -0.7320 1.1964 -0.5347  -0.215
C: 1.1640 -0.1459 -1.1767  -0.201
C: -0.7364 1.8925 -1.7499  -0.214
H: 2.9652 0.4422 -3.6330  0.224

Atomic forces in eV per Å
0.5031 -0.2270 0.9233
-0.4149 -0.1636 0.2316
0.7495 -0.4954 0.2225
0.1298 -0.6034 0.3985
-0.7155 -0.2603 -0.2242
0.8024 0.2418 -0.2420
2.5388 0.0719 -2.0528
0.4639 0.2697 -0.2965
-0.3726 0.0277 0.7442
-1.5171 -0.2875 3.4686
-0.3572 0.0822 0.8543
0.1849 -0.4942 -0.3700
-0.1637 1.1838 -1.0800
-0.8172 1.1701 -3.4737
-0.7989 0.2695 -0.0387
0.0205 0.3134 0.4039
-0.6189 -1.2362 0.1141
-0.3235 0.1222 0.6921
-0.0458 -0.0587 -0.2492
-2.4417 0.3172 -1.1683
0.5722 1.1797 0.1596
2.7785 -1.3464 0.6614
-0.1566 -0.0764 0.3214

HOMO level = -8.82 eV
gap between HOMO and LUMO = 9.81 eV
E_tot = -351.2699 Eh
lowest unoccupied orbital energy = 0.03633 Ha
SMILES = Cc1ccccc1.CC

Entry 3:
The following is a DFT calculation (ωB97M-V with the def2-TZVPD basis set) of a cluster of 3 separate species, CH8N2O3 in total at a distorted geometry.

Last column: natural (NBO) charge in e.
Geometry (Å):
N: 0.0418 -1.4629 1.0053  -0.839
H: -2.1093 0.9703 0.0076  0.470
H: 1.8169 0.7804 1.5436  0.386
O: -0.5739 1.5953 -1.3239  -0.934
H: -0.2425 -0.8321 1.7703  0.362
H: -0.8242 -1.8103 0.6554  0.417
N: 1.3241 0.6914 0.6361  -0.894
H: -2.7663 0.5231 1.1869  0.447
O: 1.4729 -1.1247 -0.8257  -0.606
O: -2.5172 0.2009 0.2214  -0.920
H: 2.0037 0.9832 0.0149  0.377
H: -0.2584 2.2225 -0.7191  0.469
H: 0.1360 1.1641 -1.6577  0.471
C: 0.9382 -0.6620 0.1889  0.795

Atomic forces in eV per Å
1.9150 3.4074 1.0973
2.4748 3.4762 -2.2766
-1.0087 -0.6027 -0.3441
-4.3684 1.1020 0.1022
0.0934 -0.6076 -0.2964
-0.1869 -0.2735 -1.2639
-1.4135 -2.0444 2.1088
0.2629 -1.6319 -2.6653
-1.5655 1.3258 1.6749
-2.8724 -2.0628 4.9653
1.5741 0.5836 -1.9222
0.8724 1.2475 1.2691
3.3880 -2.1804 -1.6028
0.8348 -1.7392 -0.8462

HOMO level = -10.24 eV
gap between HOMO and LUMO = 10.70 eV
E_tot = -378.1155 Eh
lowest unoccupied orbital energy = 0.01719 Ha
SMILES = NC(N)=O.O.O

Entry 4:
The following is a DFT calculation (ωB97M-V with the def2-TZVPD basis set) of the ion C3H6NO2 with charge -1 at a distorted geometry.

Last column: natural (NBO) charge in e.
Geometry (Å):
C: 0.7616 -0.5933 0.1950  0.651
H: 0.2625 1.2796 -0.4375  0.375
N: -0.0327 0.3097 -0.3866  -0.675
H: -1.5555 0.3647 1.0758  0.067
O: 0.3699 -1.6503 0.6943  -0.696
H: 2.5022 0.7500 0.2086  0.198
O: -1.9763 1.6607 -0.4702  -0.899
H: -2.0834 -0.3888 -0.4761  0.078
C: 2.2688 -0.3198 0.1434  -0.702
H: 2.6254 -0.6354 -0.8370  0.212
H: 2.7715 -0.8917 0.9189  0.213
C: -1.6056 0.5118 -0.0278  0.180

Atomic forces in eV per Å
0.2258 -0.0084 0.0525
0.4132 -0.2254 -0.3010
-0.7257 0.3243 0.4374
-0.2338 -0.0462 0.0998
-0.0199 -0.0321 -0.0375
-0.0485 -0.1749 0.1840
-0.2766 0.6570 -0.0584
0.0459 -0.0172 0.0722
-0.1939 0.3825 -0.2754
0.1052 -0.1822 -0.0139
0.0256 0.0377 0.0153
0.6827 -0.7151 -0.1752

HOMO level = -3.00 eV
charge = -1
gap between HOMO and LUMO = 7.05 eV
E_tot = -323.1674 Eh
lowest unoccupied orbital energy = 0.14878 Ha
SMILES = CC(=O)NC[O-]

Entry 5:
The following is a DFT calculation (ωB97M-V with the def2-TZVPD basis set) of an isolated molecule of C10H9FINO at a distorted geometry.

Last column: natural (NBO) charge in e.
Geometry (Å):
I: -1.3260 -0.6063 3.4361  0.082
H: -1.6376 -0.7249 -2.4850  0.238
H: 1.7585 -0.4169 1.1266  0.213
C: 0.9862 -0.5422 0.4179  -0.127
H: 3.3271 -1.9760 -0.1268  0.226
C: -1.1967 -0.0454 -0.4347  0.213
H: 3.2489 -0.8457 -1.5526  0.222
C: -1.9559 2.6962 0.7276  0.386
H: -1.5850 3.2717 1.5714  0.115
H: -2.8406 0.9257 -0.9848  0.402
C: 1.3028 -1.1279 -0.7863  -0.141
O: -1.8340 3.2264 -0.3544  -0.515
H: -0.0379 1.5317 2.1755  0.241
F: 0.7175 -1.7212 -2.9737  -0.329
H: 2.7236 -2.5878 -1.5972  0.233
H: -3.3374 1.2320 1.6367  0.258
C: -2.3069 1.3339 1.0308  -0.128
C: -0.9102 -0.5521 -1.7114  -0.333
C: -0.7654 0.7608 1.8038  -0.279
C: 2.6556 -1.6531 -1.0068  -0.636
C: 0.3216 -1.1481 -1.8043  0.451
C: -0.2618 0.0682 0.5738  -0.194
N: -2.3805 0.4566 -0.1048  -0.598

Atomic forces in eV per Å
0.3463 0.5008 -0.4475
-0.2094 0.3573 -0.1306
0.5961 -0.1160 0.9434
-1.0665 0.8154 -1.0468
-1.5651 1.0396 -0.6701
1.7573 -0.2613 -0.9943
-0.4752 -1.1771 0.4692
1.2513 2.4845 -0.7735
-0.3190 0.2999 0.8594
0.8296 -1.0434 2.4681
-0.7689 -0.4021 0.3585
-0.5331 -0.7784 -0.1360
-1.2443 -0.5649 -0.0811
-0.4808 0.1916 0.3168
-0.4362 0.7026 -0.1816
2.7213 0.3739 -0.6873
-0.2958 -2.4508 2.3114
0.6216 -1.1445 0.8925
-2.2010 0.2507 -1.5035
3.2529 -0.6340 -0.5709
1.2997 0.0679 -0.0750
0.8973 -0.7820 0.9092
-3.9781 2.2703 -2.2302

HOMO level = -8.09 eV
gap between HOMO and LUMO = 7.88 eV
E_tot = -913.9513 Eh
lowest unoccupied orbital energy = -0.00764 Ha
SMILES = Cc1cc2c(cc1F)N[C@H](C=O)[C@H]2I